Computed, not measured: a cluster of 14 separate species, C52H102O25S9 in total, with ωB97M-V/def2-TZVPD.

Geometry as XYZ:
```
188
Properties=species:S:1:pos:R:3:mulliken_charge:R:1
C -0.48356 -0.60799 1.88972 -0.467
C -0.63162 0.44555 0.66084 1.485
C 0.70422 0.89753 0.04789 -0.284
O 0.47239 0.86821 -1.30684 0.785
C -0.65395 0.15286 -1.56952 -0.309
O -0.97083 -0.13696 -2.69336 -0.510
O -1.32015 -0.18959 -0.43211 -0.133
H 0.22945 -1.41631 1.72748 0.768
H -1.41010 -1.12754 2.13405 -0.728
H -0.16025 -0.13851 2.81877 -0.382
H -1.15734 1.35587 0.94898 0.012
H 1.48997 0.23499 0.41087 -0.114
H 0.87969 1.92020 0.38172 -0.310
C 2.41172 6.05543 1.72847 -1.230
C 2.51350 5.10474 0.63852 0.773
O 1.54581 4.39558 0.27069 -0.129
C 3.75406 5.02298 -0.17179 -0.858
H 2.40861 5.55832 2.69851 0.152
H 1.52054 6.64509 1.51354 0.305
H 3.21507 6.78979 1.78701 0.375
H 3.91911 5.98809 -0.65076 0.361
H 3.68428 4.16722 -0.84328 -0.095
H 4.58402 4.77350 0.48930 0.389
C 1.31348 -2.83229 7.09591 -0.664
C 1.08408 -1.34563 6.94931 0.308
O 1.26777 -0.60589 7.92902 -0.624
C 0.51597 -0.81851 5.64882 0.635
H 1.38530 -3.21639 8.11346 0.382
H 2.25240 -2.99416 6.56643 0.042
H 0.64538 -3.49760 6.54900 0.027
H 1.17840 -1.01044 4.80475 -0.274
H 0.44296 0.26645 5.72393 -0.404
H -0.47152 -1.23460 5.44922 0.617
C 5.13604 -0.59254 -1.90917 -0.350
C 5.15420 0.70438 -1.13725 0.408
O 5.37975 1.70454 -1.78017 -0.617
C 4.53616 0.70678 0.21053 0.078
H 5.82198 -0.56027 -2.75565 0.442
H 4.12692 -0.74401 -2.29238 -0.335
H 5.23238 -1.46095 -1.25750 0.212
H 4.75115 -0.17775 0.81009 0.154
H 3.50645 1.04851 0.10562 -0.308
H 5.10918 1.46379 0.74596 0.364
C -0.52356 -5.54920 4.74572 -1.465
C -0.86884 -4.39208 3.83096 0.714
O 0.09525 -3.82401 3.24429 -0.328
C -2.34424 -3.99899 3.55494 -0.656
H 0.53533 -5.80668 4.72211 0.228
H -0.83611 -6.50712 4.33001 0.447
H -0.95938 -5.35722 5.72620 0.346
H -2.28467 -3.40188 2.64499 -0.110
H -2.83672 -3.58888 4.43663 0.348
H -2.91871 -4.87248 3.24658 0.460
C -2.75594 6.02002 -3.11477 -0.911
C -1.20713 6.21932 -3.02448 0.270
C -0.88233 6.11699 -1.49433 -0.792
S -1.93691 4.70643 -0.75976 1.020
O -2.51425 5.05962 0.54721 -0.815
O -1.29953 3.40455 -0.97705 -0.389
C -3.18608 4.87992 -2.15874 -0.711
H -3.08018 5.70388 -4.10625 0.366
H -3.29598 6.90603 -2.78093 0.392
H -0.80993 7.08895 -3.54801 0.531
H -0.73209 5.36979 -3.51511 -0.530
H -1.27934 6.99688 -0.98810 0.505
H 0.16923 5.99400 -1.23510 0.108
H -4.09781 5.23122 -1.67559 0.498
H -3.28875 3.89187 -2.60743 0.267
C 0.93009 -3.02198 -3.83196 0.222
C 1.88081 -2.13496 -4.64647 0.549
C 3.03731 -3.05872 -5.14996 -1.000
S 3.30154 -4.35588 -3.88217 1.114
O 4.52533 -4.12467 -3.12013 -0.602
O 2.96455 -5.68253 -4.45313 -0.720
C 1.81835 -3.86236 -2.93250 -0.547
H 0.34902 -3.65911 -4.49869 0.301
H 0.19003 -2.36472 -3.37545 -0.503
H 2.34305 -1.42466 -3.96096 -0.658
H 1.46455 -1.52841 -5.45079 0.326
H 3.96593 -2.49659 -5.24883 0.451
H 2.80986 -3.56848 -6.08619 0.427
H 2.17206 -3.15848 -2.17916 0.048
H 1.41902 -4.64233 -2.28420 0.617
C 3.05902 2.14394 6.17417 -0.421
C 4.27639 1.20134 6.46376 -0.785
C 4.35409 0.19007 5.29771 -0.240
S 3.84947 1.21847 3.80873 1.108
O 2.80329 0.47708 3.07674 -0.017
O 5.07595 1.73087 3.18959 -0.832
C 3.14483 2.66425 4.73285 -0.552
H 3.20818 2.99487 6.83885 0.467
H 2.09209 1.66558 6.33007 0.008
H 4.12989 0.79584 7.46485 0.386
H 5.18815 1.79863 6.45886 0.381
H 3.60857 -0.58690 5.46689 -0.430
H 5.32322 -0.27364 5.11370 0.565
H 2.24395 2.92436 4.17710 0.076
H 3.85857 3.46901 4.55670 0.360
C -1.43548 2.16672 3.83632 2.389
C -1.74347 3.61345 3.50771 -0.982
C -3.25179 3.85977 3.53001 -0.678
S -3.80042 2.89600 4.97299 1.074
O -4.96079 2.01126 4.61400 -0.594
O -3.95249 3.76385 6.15305 -0.728
C -2.23061 1.92175 5.11457 -1.181
H -0.36868 1.99351 3.97788 -0.329
H -1.84302 1.56710 3.02240 -1.407
H -1.32907 3.89674 2.54017 0.134
H -1.26864 4.21332 4.28410 0.485
H -3.64857 3.28997 2.68978 0.109
H -3.73475 4.83360 3.44940 0.684
H -2.42959 0.88077 5.36926 0.457
H -1.70919 2.33520 5.97786 0.565
C -3.90137 0.34662 -6.44656 -0.503
C -3.56089 0.46049 -7.94071 -0.798
C -2.67907 -0.82155 -8.21289 -0.925
S -1.57057 -0.89723 -6.69074 1.237
O -0.28656 -0.31312 -6.99975 -0.726
O -1.66258 -2.24082 -6.06556 -0.584
C -2.55247 0.27295 -5.72729 0.014
H -4.44417 -0.57676 -6.24448 0.150
H -4.55951 1.14808 -6.11098 0.411
H -3.14994 1.43560 -8.20218 0.325
H -4.45418 0.42366 -8.56423 0.443
H -2.04726 -0.82709 -9.10108 0.456
H -3.35833 -1.67402 -8.21499 0.347
H -2.05973 1.22738 -5.91265 0.068
H -2.39809 0.13272 -4.65743 0.054
C 3.90535 -3.52468 3.92205 -0.160
C 5.32841 -3.55097 3.43688 -0.735
C 5.32889 -4.31588 2.04568 -0.920
S 3.66723 -3.88300 1.26828 1.016
O 2.93534 -5.12721 1.04076 -0.724
O 3.89445 -2.90042 0.17334 -0.318
C 3.14978 -2.85652 2.76468 0.698
H 3.79018 -2.92718 4.82639 -0.057
H 3.51377 -4.52706 4.09523 0.441
H 5.87362 -4.14884 4.16723 0.524
H 5.81749 -2.57837 3.38264 0.193
H 5.34057 -5.39786 2.17714 0.359
H 6.06640 -4.03354 1.29438 0.478
H 2.09916 -2.57065 2.81551 -0.339
H 3.75743 -1.97887 2.54421 -0.464
C -3.07277 -4.43987 -3.06665 -0.949
C -3.18667 -2.93966 -2.88579 1.467
C -4.65618 -2.62709 -3.12859 -0.483
S -5.28564 -3.68965 -4.48071 1.023
O -5.16474 -2.98507 -5.76587 -0.612
O -6.50815 -4.35738 -4.06821 -0.698
C -3.80532 -4.79022 -4.34845 -0.729
H -3.57413 -4.98592 -2.26754 0.349
H -2.04523 -4.78401 -3.18416 0.334
H -2.56089 -2.37378 -3.57591 -0.747
H -2.81845 -2.77716 -1.87282 -0.226
H -4.95581 -1.59819 -3.32773 0.614
H -5.28415 -3.00526 -2.32190 -0.135
H -3.25788 -4.45326 -5.22871 0.244
H -4.06687 -5.82115 -4.58693 0.517
C 2.58680 1.80443 -4.84540 -1.705
C 2.68699 2.38014 -3.43125 0.274
C 1.57350 3.35904 -3.17154 0.302
S 0.37112 3.18841 -4.59331 0.985
O 0.74514 4.21796 -5.56566 -0.793
O -0.99432 2.97172 -4.03477 -0.341
C 1.08917 1.63752 -5.22698 0.186
H 3.08646 0.84205 -4.95612 0.422
H 3.07943 2.47988 -5.54483 0.396
H 3.66059 2.81461 -3.20447 0.631
H 2.60564 1.52825 -2.75616 -0.522
H 1.98996 4.36322 -3.09221 0.553
H 1.05464 3.05689 -2.26181 -0.502
H 0.83057 1.63876 -6.28586 0.850
H 0.52372 0.84188 -4.74188 -0.590
C -6.57910 -1.36890 1.33070 -0.668
C -5.54496 -2.33331 0.88079 -0.344
C -4.22231 -1.59705 0.90211 -0.139
S -4.25618 -0.48470 2.45232 1.314
O -3.95434 0.85855 1.94334 -0.548
O -3.52046 -1.06800 3.57649 -0.725
C -6.11894 -0.80643 2.64841 -1.029
H -7.57092 -1.78611 1.50487 0.435
H -6.66304 -0.60609 0.55665 0.309
H -5.76816 -2.70020 -0.12105 0.055
H -5.52176 -3.13112 1.62313 0.289
H -4.09633 -0.87680 0.09374 0.274
H -3.33100 -2.21117 1.03063 0.010
H -6.58560 0.09114 3.05424 0.468
H -6.15172 -1.67904 3.30077 0.382
```

Computed properties:
Energy above the lowest of the compared OMol25 structures with the same formula, charge and spin in kJ/mol: 0.0
HOMO level in eV: -9.3

---

Computed, not measured: a structure of composition C52H104AsF6O26S13, with ωB97M-V/def2-TZVPD.

Geometry as XYZ:
```
202
Properties=species:S:1:pos:R:3:mulliken_charge:R:1
As -0.13767 -0.14909 -0.48669 2.224
F -1.16522 0.01272 -1.96222 -0.488
F -1.35423 0.20809 0.75283 -0.459
F 1.02334 -0.61089 0.81236 -0.584
F 1.30381 -0.69134 -1.56435 -0.528
F 0.36837 1.60950 -0.61464 -0.529
F -0.77370 -1.85043 -0.35356 -0.381
C -0.97313 2.53070 3.54326 -0.081
C -1.33577 2.64320 5.07755 -0.782
C -2.83747 3.19438 5.16511 -0.403
S -2.71135 4.53211 3.89183 0.986
O -1.88235 5.58494 4.46501 -0.606
O -3.93479 4.96974 3.23916 -0.663
C -1.70028 3.54010 2.68510 0.357
H -1.16282 1.50351 3.23182 0.203
H 0.10166 2.62515 3.38832 -0.171
H -0.69277 3.42081 5.48986 0.088
H -1.18360 1.72130 5.63882 0.612
H -3.07893 3.73760 6.07873 0.609
H -3.55750 2.40213 4.96017 -0.184
H -1.20341 4.23039 2.00339 0.752
H -2.42951 2.89649 2.19308 -0.811
C 2.75360 -5.97281 0.06328 -0.917
C 1.41839 -5.18931 -0.35363 0.057
C 1.80984 -3.72122 -0.56243 -0.039
S 3.61477 -3.69443 -1.13134 1.292
O 4.61860 -2.99870 -0.27825 -0.458
O 3.63302 -3.57250 -2.54914 -0.737
C 3.84099 -5.48065 -0.84708 -1.117
H 2.57629 -7.04773 0.09798 0.523
H 3.00029 -5.74081 1.09934 0.288
H 0.70328 -5.41001 0.43886 -0.248
H 1.03969 -5.71178 -1.23210 0.113
H 1.68906 -3.18436 0.37847 0.281
H 1.19355 -3.31361 -1.36375 -0.104
H 4.89566 -5.56775 -0.58597 0.496
H 3.71368 -5.90587 -1.84262 0.341
C 5.98514 -2.14356 2.49259 -0.124
C 5.01673 -3.17905 3.22494 -0.514
C 5.84882 -4.52682 3.20101 -0.689
S 7.42322 -3.89537 3.91769 1.099
O 8.53657 -4.57788 3.23890 -0.663
O 7.35217 -3.95200 5.37283 -0.654
C 7.20446 -2.12338 3.33549 -0.816
H 5.68932 -1.09750 2.57220 0.213
H 6.05849 -2.11231 1.40550 0.097
H 4.05947 -3.24061 2.70728 0.142
H 4.72775 -2.73718 4.17853 0.419
H 6.00497 -4.98316 2.22353 0.253
H 5.54225 -5.27219 3.93487 0.500
H 8.08671 -2.03836 2.70105 0.435
H 7.25575 -1.44567 4.18765 0.377
C 3.29368 2.80301 6.53965 -0.657
C 2.85744 2.07650 5.26432 -0.100
C 3.30713 2.97988 4.10915 -0.750
S 2.70911 4.63711 4.68158 1.055
O 1.25406 4.84938 4.29813 -0.454
O 3.83024 5.61882 4.62855 -0.708
C 2.63953 4.13049 6.46444 -0.814
H 4.36154 2.97683 6.67220 0.307
H 2.90101 2.18527 7.34731 0.395
H 1.78398 1.94049 5.13277 0.001
H 3.44841 1.16686 5.37111 0.264
H 2.97328 2.95005 3.07197 0.367
H 4.38717 3.11008 4.04090 0.397
H 1.59965 3.97374 6.75109 0.221
H 2.96621 4.87985 7.18544 0.462
C -4.03633 3.04775 -0.24812 0.619
C -5.01021 4.04087 0.52395 -0.518
C -5.93622 4.42090 -0.66629 -0.920
S -4.80395 4.74182 -2.08652 1.121
O -4.52465 6.18759 -2.11857 -0.665
O -5.28900 4.03444 -3.29440 -0.658
C -3.41430 3.71794 -1.48211 -0.937
H -4.56935 2.15521 -0.57580 -0.195
H -3.12223 2.74984 0.26545 -0.142
H -4.29455 4.84561 0.69220 0.431
H -5.52225 3.62207 1.39029 0.312
H -6.61839 5.26812 -0.59591 0.530
H -6.55545 3.54224 -0.84686 0.335
H -2.59836 4.38048 -1.19337 0.411
H -2.99241 3.13229 -2.29888 0.440
C -4.51114 -5.33677 -3.93296 -0.524
C -3.21774 -4.75123 -3.52035 0.592
C -2.13792 -5.86998 -3.42783 -0.446
S -2.57117 -7.16666 -4.56124 1.066
O -2.92004 -8.42090 -3.86474 -0.662
O -1.53735 -7.20953 -5.61253 -0.648
C -4.14198 -6.30421 -5.08068 -0.968
H -5.06535 -4.56401 -4.46570 0.298
H -5.00414 -5.86713 -3.11824 0.299
H -3.28172 -4.18379 -2.59191 -0.383
H -2.87154 -4.03261 -4.26321 -0.018
H -1.94175 -6.31993 -2.45461 0.348
H -1.21879 -5.56236 -3.92649 0.178
H -4.91524 -6.94897 -5.49836 0.478
H -3.81798 -5.71801 -5.94062 0.397
C 2.36392 -1.45829 -5.94971 -0.735
C 1.02990 -1.79582 -5.17811 0.267
C 0.32918 -2.91024 -5.91986 -0.808
S 0.72278 -2.69525 -7.73334 1.134
O -0.39620 -1.98571 -8.34734 -0.667
O 1.30509 -3.90518 -8.29087 -0.633
C 2.03407 -1.43738 -7.41003 -0.782
H 3.05473 -2.30046 -5.99009 0.318
H 2.85370 -0.68568 -5.35701 0.451
H 0.32171 -0.98166 -5.02414 0.232
H 1.27498 -2.14893 -4.17644 -0.299
H -0.73688 -2.95778 -5.69767 0.288
H 0.88169 -3.79004 -5.59003 0.431
H 1.51076 -0.48239 -7.45722 0.266
H 2.71471 -1.68301 -8.22519 0.524
C -7.95566 -0.56435 2.99582 -0.890
C -7.31714 0.49673 2.00513 0.136
C -6.35813 1.25902 2.93944 -0.298
S -5.52737 0.13184 4.08411 0.876
O -5.65028 0.72409 5.43435 -0.729
O -4.20409 -0.23034 3.58830 -0.333
C -6.84608 -1.22932 3.80202 -0.480
H -8.37533 -1.33019 2.34355 0.324
H -8.86360 -0.25019 3.51066 0.495
H -8.06954 1.10040 1.49763 0.522
H -6.64362 0.10838 1.24115 -0.330
H -7.02495 1.81763 3.59625 0.438
H -5.60143 1.96554 2.59839 -0.465
H -7.43390 -1.58975 4.64621 0.392
H -6.35070 -2.14066 3.46713 0.257
C 3.88822 8.19748 -0.70218 -0.725
C 2.94878 8.43848 0.39561 -0.549
C 3.46313 7.57591 1.62607 -0.743
S 4.28574 6.02336 1.01364 1.002
O 3.40761 4.89653 1.13482 -0.345
O 5.71696 6.01614 1.41203 -0.725
C 4.19678 6.67711 -0.78568 -0.471
H 4.73955 8.80675 -0.39866 0.318
H 3.46259 8.55937 -1.63813 0.344
H 1.93845 8.10420 0.15986 0.329
H 3.12300 9.48409 0.64948 0.314
H 2.77156 7.33479 2.43334 0.315
H 4.33724 8.08216 2.03562 0.392
H 3.42669 6.12675 -1.32622 0.076
H 5.16568 6.45971 -1.23519 0.497
C -1.33292 -4.81670 2.09092 -0.482
C -1.75356 -3.40122 2.20950 0.569
C -2.15248 -2.88134 3.57411 -0.215
S -3.28511 -4.16172 4.05964 1.035
O -4.69052 -3.83587 3.76518 -0.590
O -2.94417 -4.51072 5.45379 -0.709
C -2.53329 -5.46229 2.92174 -0.927
H -0.38364 -5.09174 2.55063 0.354
H -1.27934 -5.18230 1.06546 0.052
H -2.56275 -3.11322 1.53841 -0.093
H -0.90525 -2.89787 1.74570 -0.155
H -2.66255 -1.93676 3.76306 -0.002
H -1.30265 -2.91808 4.25568 0.331
H -3.27006 -5.97394 2.30249 0.450
H -2.04092 -6.24096 3.50429 0.363
C 0.56466 2.81197 -3.45816 -0.412
C 0.77630 2.68002 -5.00399 -0.361
C 1.95013 3.55590 -5.35424 -0.941
S 3.15482 3.60776 -3.91263 1.151
O 3.27050 5.00747 -3.58106 -0.700
O 4.34617 2.75372 -4.16420 -0.620
C 1.95094 2.81578 -2.77355 -0.215
H -0.29909 2.19190 -3.21835 0.196
H 0.03570 3.75724 -3.33664 0.227
H -0.09784 2.98076 -5.58151 0.536
H 0.99148 1.67115 -5.35611 -0.226
H 1.76937 4.63076 -5.34361 0.376
H 2.46144 3.32458 -6.28867 0.444
H 2.00159 3.24341 -1.77221 0.651
H 2.41473 1.82952 -2.79089 -0.117
C -4.58118 -0.92781 -2.48524 -0.279
C -6.03078 -0.73507 -2.61855 -0.301
C -6.91729 -1.74216 -1.96089 -1.020
S -5.89236 -2.57968 -0.56355 0.916
O -5.59874 -3.91236 -0.97347 -0.560
O -6.48320 -2.25152 0.74719 -0.457
C -4.32730 -1.46634 -1.00503 -0.596
H -3.89473 -0.12804 -2.76322 0.232
H -4.28219 -1.78252 -3.09199 0.101
H -6.24841 -0.37994 -3.62585 0.555
H -6.26976 0.13230 -2.00318 -0.079
H -7.31852 -2.53125 -2.59686 0.392
H -7.78723 -1.44328 -1.37608 0.484
H -3.56904 -2.19647 -0.72209 0.039
H -4.28749 -0.73304 -0.19955 0.531
C 4.55337 0.09491 -0.87368 0.997
C 4.97147 1.55528 -0.79870 0.139
C 6.53904 1.64923 -0.70878 -0.856
S 7.05359 0.06067 -1.66531 1.000
O 7.83550 -0.81317 -0.81693 -0.609
O 7.61183 0.55711 -2.99379 -0.722
C 5.43062 -0.50819 -1.93541 -0.374
H 3.49993 -0.07365 -1.09722 -0.667
H 4.69030 -0.57801 -0.02721 -0.227
H 4.53493 1.93827 0.12371 0.386
H 4.66266 2.16000 -1.65137 -0.463
H 6.61590 1.61064 0.37782 0.325
H 7.02966 2.43527 -1.28283 0.530
H 5.43469 -1.59798 -1.95580 0.268
H 5.07262 -0.21825 -2.92327 0.249
```

Computed properties:
Total charge: -1
HOMO level in eV: -8.1

---

Across the entries above, largest force on an atom takes the values 4.197 4.586 eV/A, respectively.